{"formula": "C39H40F6GaO", "method": "ωB97M-V with the def2-TZVPD basis set", "homo_energy_ev": -4.9, "e_tot_ev": -111819.8787, "total_charge": -1, "homo_lumo_gap_ha": 0.2671, "species": ["C", "C", "O", "C", "Ga", "H", "H", "H", "H", "H", "H", "H", "H", "H", "H", "F", "C", "C", "C", "C", "C", "C", "H", "H", "H", "H", "H", "F", "C", "C", "C", "C", "C", "C", "H", "H", "H", "H", "H", "F", "C", "C", "C", "C", "C", "C", "H", "H", "H", "H", "H", "F", "C", "C", "C", "C", "C", "C", "H", "H", "H", "H", "H", "F", "C", "C", "C", "C", "C", "C", "H", "H", "H", "H", "H", "F", "C", "C", "C", "C", "C", "C", "H", "H", "H", "H", "H"], "positions_angstrom": [[-1.22991, -2.83910, -2.20979], [0.09933, -3.45209, -2.66227], [0.61159, -4.34886, -1.64863], [1.16362, -2.40244, -2.90855], [1.65411, -1.23638, -1.28483], [-1.28927, -1.77713, -2.45024], [-1.30481, -2.91248, -1.12498], [-2.09559, -3.34225, -2.65287], [-0.08624, -4.05513, -3.56437], [-0.05304, -5.02704, -1.50361], [0.79735, -1.75203, -3.71071], [2.07663, -2.88858, -3.27119], [2.95215, -1.83936, -0.54612], [0.42036, -1.08347, -0.24732], [2.05096, 0.25603, -1.84260], [-0.38967, 1.67183, 0.04587], [-0.35594, 2.08611, 1.32557], [-1.35515, 2.91811, 1.79473], [-1.31202, 3.32452, 3.12107], [-0.26936, 2.92202, 3.94406], [0.72582, 2.09730, 3.43565], [0.68774, 1.65585, 2.12169], [-2.15383, 3.22906, 1.13494], [-2.10849, 3.94777, 3.50361], [-0.23877, 3.23767, 4.97868], [1.54307, 1.77961, 4.07172], [1.42970, 0.98699, 1.70785], [3.18189, -0.42449, 1.97846], [4.28698, -0.02246, 2.61933], [5.43842, 0.17230, 1.88054], [6.57080, 0.61842, 2.54370], [6.54621, 0.85562, 3.91192], [5.37517, 0.64360, 4.62571], [4.22817, 0.20086, 3.98209], [5.41619, -0.01981, 0.81627], [7.47919, 0.79048, 1.98069], [7.43481, 1.20801, 4.41880], [5.34894, 0.82579, 5.69289], [3.30122, 0.02376, 4.51089], [5.71573, 3.35167, 0.82497], [4.65530, 3.98486, 0.27138], [4.71754, 5.35720, 0.13055], [3.62801, 6.00621, -0.43454], [2.51483, 5.28641, -0.84593], [2.48960, 3.90633, -0.69435], [3.56614, 3.23881, -0.12858], [5.59753, 5.89195, 0.46081], [3.65463, 7.08243, -0.55271], [1.66916, 5.79818, -1.28591], [1.62920, 3.32910, -1.00950], [3.55520, 2.16252, -0.01010], [-4.76307, 4.52042, 2.78879], [-5.50334, 3.47807, 3.23500], [-5.97597, 3.51117, 4.53024], [-6.72167, 2.42889, 4.97787], [-6.97259, 1.35054, 4.14184], [-6.47426, 1.34976, 2.84577], [-5.73017, 2.42203, 2.37659], [-5.75718, 4.36116, 5.16157], [-7.10181, 2.43013, 5.99148], [-7.54617, 0.50709, 4.50182], [-6.64799, 0.50393, 2.19326], [-5.31277, 2.43399, 1.37992], [-5.54335, -2.95060, 0.73268], [-4.76236, -1.86304, 0.50566], [-5.33918, -0.75296, -0.07465], [-4.52287, 0.34388, -0.32867], [-3.17429, 0.31478, -0.00060], [-2.63063, -0.81417, 0.59881], [-3.43114, -1.91752, 0.85964], [-6.38822, -0.76620, -0.33911], [-4.94814, 1.21722, -0.80982], [-2.53571, 1.14826, -0.23351], [-1.57082, -0.84951, 0.82136], [-3.02814, -2.82083, 1.29752], [-0.33943, -7.95057, -7.96722], [0.35533, -6.92618, -7.41119], [0.38615, -6.81851, -6.03639], [1.10146, -5.76758, -5.47911], [1.75904, -4.85245, -6.29022], [1.70340, -4.99099, -7.66947], [0.99720, -6.03797, -8.24843], [-0.14168, -7.53940, -5.42744], [1.14553, -5.65114, -4.40369], [2.29765, -4.03040, -5.83880], [2.20940, -4.27650, -8.30629], [0.93660, -6.16911, -9.31998]], "forces_ev_per_a": [[-0.139, -0.055, 0.047], [0.119, 0.122, 0.158], [-0.011, -0.088, -0.232], [-0.150, 0.038, 0.050], [0.192, 0.130, -0.032], [0.021, -0.007, -0.074], [0.024, 0.045, 0.012], [0.028, -0.037, 0.021], [0.001, 0.027, -0.022], [-0.084, -0.050, 0.072], [0.057, 0.026, -0.011], [-0.007, -0.003, -0.021], [0.014, -0.040, 0.009], [0.041, -0.041, 0.005], [-0.056, -0.038, 0.045], [-0.050, 0.237, 0.023], [0.109, -0.032, -0.003], [-0.016, -0.047, -0.044], [0.000, -0.021, 0.000], [-0.052, -0.023, -0.056], [0.083, -0.090, 0.077], [-0.037, 0.044, -0.036], [-0.012, -0.002, -0.004], [-0.005, 0.072, 0.029], [0.011, 0.023, -0.003], [-0.011, 0.013, -0.003], [-0.012, 0.008, -0.014], [-0.049, -0.054, 0.124], [-0.007, 0.048, -0.099], [-0.038, 0.007, 0.069], [0.069, -0.004, -0.046], [-0.026, -0.014, -0.023], [-0.020, 0.002, 0.061], [0.039, -0.013, -0.031], [0.015, 0.002, -0.002], [-0.001, 0.004, 0.006], [0.003, 0.000, -0.001], [0.006, 0.002, -0.003], [0.007, -0.001, 0.008], [-0.004, 0.012, -0.018], [0.065, -0.034, 0.033], [-0.082, -0.014, -0.014], [0.030, 0.058, -0.001], [0.025, -0.026, 0.007], [-0.102, -0.046, 0.018], [-0.005, -0.050, 0.012], [0.005, 0.000, 0.000], [-0.009, -0.003, -0.002], [-0.002, 0.003, 0.002], [0.023, -0.016, -0.026], [0.011, -0.005, -0.029], [-0.038, 0.002, 0.034], [0.162, 0.066, -0.097], [-0.047, -0.049, -0.030], [-0.011, 0.029, 0.065], [0.010, 0.017, -0.016], [-0.001, -0.052, -0.039], [-0.019, -0.010, 0.103], [-0.001, 0.000, 0.003], [-0.001, -0.007, -0.003], [-0.002, -0.002, -0.001], [0.017, -0.003, 0.006], [0.007, -0.008, 0.001], [0.009, 0.037, 0.023], [-0.103, -0.072, 0.068], [0.065, 0.040, -0.039], [-0.031, -0.026, -0.039], [-0.206, -0.129, -0.001], [0.020, 0.008, -0.007], [0.048, -0.017, -0.028], [-0.001, 0.001, -0.007], [0.019, -0.002, -0.006], [0.043, 0.093, -0.047], [0.015, -0.001, -0.042], [0.002, 0.010, 0.014], [0.010, 0.015, 0.010], [-0.072, -0.093, -0.065], [0.050, 0.049, -0.019], [0.033, 0.011, 0.104], [-0.028, -0.006, -0.009], [0.018, 0.031, -0.050], [0.019, 0.024, 0.072], [0.006, -0.007, 0.002], [0.000, -0.021, 0.001], [-0.005, 0.005, 0.000], [0.003, -0.001, 0.007], [-0.001, 0.001, -0.004]]}